C28H25ClCoN5O3S as an isolated structure, computed with ωB97M-V with the def2-TZVPD basis set.

Computed properties:
- ⟨S²⟩: 0.758
- Spin multiplicity: 2
- Gap between HOMO and LUMO (alpha / beta): 7.11 / 7.16 eV
- ΔE to the lowest compared entry with this formula, charge and spin: 0.0 kJ/mol
- Total charge: +1
- HOMO (alpha / beta): -10.401 / -10.413 eV

Element x y z (Å)
Co -0.4700 0.1971 0.3465
C 0.5761 0.1463 -3.7887
C -0.1545 -0.9379 -4.2348
C -1.0001 -1.5926 -3.3501
C -1.0817 -1.1366 -2.0513
N -0.3541 -0.0879 -1.6134
C 0.4568 0.5340 -2.4623
C -1.9446 -1.7447 -1.0076
C -3.0148 -2.6044 -1.1927
C -3.7480 -2.9844 -0.0764
C -3.4197 -2.5018 1.1842
C -2.3350 -1.6485 1.2914
N -1.6362 -1.3131 0.2110
C -1.8360 -0.9631 2.5101
C -2.1894 -1.3122 3.7972
C -1.6214 -0.6185 4.8566
C -0.7200 0.3956 4.5923
C -0.4085 0.6845 3.2723
N -0.9571 0.0277 2.2562
H 1.2454 0.6825 -4.4461
H -0.0663 -1.2781 -5.2577
H -1.5768 -2.4516 -3.6627
H 1.0187 1.3659 -2.0580
H -3.2864 -2.9483 -2.1801
H -4.5976 -3.6434 -0.1926
H -4.0084 -2.7658 2.0507
H -2.8845 -2.1214 3.9707
H -1.8750 -0.8772 5.8756
H -0.2508 0.9528 5.3901
H 0.2916 1.4659 3.0062
C -4.2152 4.3389 -0.2748
N -2.7761 4.3603 -0.0690
C -1.9802 5.4932 0.0062
C -0.7126 5.0753 0.1744
N -0.7485 3.6940 0.1959
C -2.0129 3.2520 0.0429
S -2.5787 1.6478 -0.0138
H -4.5887 5.3559 -0.1958
H -4.6839 3.7142 0.4823
H -4.4503 3.9351 -1.2579
H -2.3894 6.4845 -0.0625
H 0.2000 5.6316 0.2815
H 0.0492 3.0720 0.3080
C 4.6710 -1.8912 1.3240
C 4.0964 -2.0481 -0.0542
C 3.7942 -3.3081 -0.5574
C 3.2695 -3.4602 -1.8298
Cl 2.8933 -5.0547 -2.4167
C 3.0557 -2.3638 -2.6452
C 3.3459 -1.1027 -2.1492
C 3.8361 -0.9461 -0.8648
O 4.1234 0.3497 -0.4758
C 3.4126 0.9568 0.5866
C 1.9376 0.6222 0.5816
O 1.5504 -0.5534 0.6464
O 1.0798 1.5784 0.5065
H 5.0598 -2.8407 1.6879
H 3.9031 -1.5552 2.0244
H 5.4829 -1.1632 1.3319
H 3.9797 -4.1851 0.0495
H 2.6782 -2.4977 -3.6496
H 3.2043 -0.2187 -2.7579
H 3.5433 2.0266 0.4443
H 3.8186 0.6794 1.5634

Population analysis type Mulliken, resulting atomic charges in e: -0.918, -0.874, -0.568, -0.954, 0.625, 0.805, -0.250, 0.685, -0.928, -0.709, -0.918, 0.725, 0.588, 0.646, -1.002, -0.436, -0.955, -0.068, 0.670, 0.479, 0.474, 0.430, 0.604, 0.427, 0.449, 0.421, 0.406, 0.444, 0.432, 0.556, -0.810, 0.213, -0.316, -0.569, 0.227, 0.256, -0.466, 0.316, 0.315, 0.319, 0.409, 0.468, 0.174, -1.487, 1.209, -0.818, 0.094, -0.241, -0.778, -0.199, -0.076, -0.561, -0.780, 0.638, -0.430, -0.773, 0.479, 0.196, 0.336, 0.418, 0.523, 0.756, 0.437, 0.234

=====

C28H25IN7O8PS2Ti as an isolated structure, computed with ωB97M-V with the def2-TZVPD basis set.

Computed properties:
- ⟨S²⟩: 0.775
- Spin multiplicity: 2
- Gap between HOMO and LUMO (alpha / beta): 4.94 / 7.74 eV
- ΔE to the lowest compared entry with this formula, charge and spin: 74.4 kJ/mol
- Total charge: -1
- HOMO (alpha / beta): -2.870 / -5.668 eV

Element x y z (Å)
Ti -0.8248 0.3430 0.0242
O 0.4459 -0.7443 3.5763
C 0.5025 -0.2118 2.4914
O -0.6070 0.0630 1.8060
C 1.8141 0.1627 1.8675
C 2.9347 0.0378 2.6971
C 4.1822 0.2494 2.1495
C 4.3825 0.6434 0.8344
C 3.2684 0.8415 0.0149
C 1.9729 0.5024 0.5171
O 0.9854 0.4653 -0.3427
N 3.4473 1.3331 -1.2722
O 2.5025 1.9563 -1.8717
O 4.5812 1.2366 -1.7991
N 5.3539 0.0639 3.0084
O 5.1681 -0.3234 4.1545
O 6.4548 0.2799 2.5285
H 2.8123 -0.2446 3.7312
H 5.3680 0.8217 0.4350
S 0.8225 -1.6431 -2.9460
P -0.1170 -0.0465 -3.6393
S -1.0110 1.3083 -2.4119
C -1.4411 -0.6578 -4.7443
C -1.1581 -1.0966 -6.0323
C -2.1541 -1.6615 -6.8132
C -3.4406 -1.7988 -6.3113
C -3.7282 -1.3610 -5.0262
C -2.7345 -0.7876 -4.2495
C 0.9669 0.9328 -4.7209
C 2.3440 0.8599 -4.5660
C 3.1673 1.6799 -5.3234
C 2.6202 2.5606 -6.2407
C 1.2407 2.6397 -6.3945
C 0.4160 1.8352 -5.6280
H -0.1519 -1.0046 -6.4216
H -1.9243 -1.9950 -7.8177
H -4.2185 -2.2356 -6.9233
H -4.7329 -1.4527 -4.6340
H -2.9554 -0.4137 -3.2542
H 2.7664 0.1908 -3.8295
H 4.2371 1.6409 -5.1711
H 3.2665 3.1999 -6.8306
H 0.8097 3.3376 -7.1007
H -0.6603 1.9149 -5.7244
C -2.7790 1.1728 0.1897
H -2.9376 1.5320 1.2118
H -3.4759 0.3453 0.0065
H -3.0107 1.9797 -0.5073
I 0.0952 6.0793 2.8005
C 0.1611 4.4727 1.5144
C 0.9777 4.3225 0.4088
N 0.6891 3.1399 -0.1365
N -0.2589 2.5036 0.5663
C -0.5975 3.3022 1.5685
H 1.7437 4.9542 0.0015
H 1.2759 2.6119 -0.8489
H -1.3513 3.0033 2.2762
C -1.9168 -3.6019 -1.9928
N -0.8102 -3.5724 -1.0501
C 0.1033 -4.5807 -1.0205
C 1.2260 -4.5056 -0.2689
C 1.4045 -3.3097 0.4912
N 0.5188 -2.3250 0.4267
C -0.5269 -2.4174 -0.3713
O -1.3322 -1.4449 -0.5221
N 2.4637 -3.1243 1.2860
H -2.2471 -4.6329 -2.1021
H -1.5839 -3.1901 -2.9486
H -2.7267 -2.9896 -1.6037
H -0.1194 -5.4292 -1.6503
H 1.9564 -5.2990 -0.2704
H 3.1857 -3.8155 1.3639
H 2.5696 -2.2406 1.7622

Population analysis type Mulliken, resulting atomic charges in e: 0.131, -0.735, 0.368, -0.562, 0.718, -0.997, -0.359, -0.397, -1.497, 0.580, 1.995, 1.146, -0.862, -0.837, 1.054, -0.653, -0.655, 0.520, 0.677, -0.509, 2.091, -0.653, -0.118, -0.554, -0.610, -0.466, -0.647, -0.367, 0.054, -0.507, -0.593, -0.437, -0.659, -0.492, 0.449, 0.385, 0.365, 0.422, 0.316, 0.238, 0.413, 0.366, 0.375, 0.391, -1.346, 0.334, 0.295, 0.340, 0.063, -1.046, -0.054, 0.251, 0.227, -0.278, 0.527, 0.061, 0.480, -0.971, 0.343, -0.132, -1.108, 0.925, 0.319, -0.111, -0.777, -0.253, 0.450, 0.248, 0.256, 0.398, 0.400, 0.211, 0.063

=====

C28H25IrN3O2S3 as an isolated structure, computed with ωB97M-V with the def2-TZVPD basis set.

Computed properties:
- ⟨S²⟩: 8.795
- Spin multiplicity: 6
- Gap between HOMO and LUMO (alpha / beta): 4.17 / 5.41 eV
- ΔE to the lowest compared entry with this formula, charge and spin: 75.8 kJ/mol
- HOMO (alpha / beta): -4.541 / -7.671 eV

Element x y z (Å)
Ir 0.8095 0.7539 0.3192
S 4.0568 4.0480 1.0329
C 2.9496 2.8063 0.9160
S 1.7515 2.4953 2.0917
S 2.9710 1.7729 -0.4613
C -2.3712 -1.8550 1.8850
C -1.8624 -2.5597 2.9858
C -0.5738 -2.2951 3.4022
C 0.2088 -1.3612 2.7236
N -0.2923 -0.7058 1.6426
C -1.5492 -0.9586 1.2508
C 1.5633 -1.0501 3.1828
C 1.8141 -0.8919 4.5469
C 3.0650 -0.5298 5.0078
C 4.0989 -0.3304 4.1091
C 3.8930 -0.5381 2.7545
C 2.6414 -0.8951 2.2864
H -3.3785 -2.0135 1.5342
H -2.4696 -3.2933 3.4891
H -0.1449 -2.8264 4.2375
H -1.9008 -0.3945 0.3937
H 0.9968 -1.0261 5.2399
H 3.2354 -0.3977 6.0652
H 5.0739 -0.0161 4.4461
H 4.7128 -0.4024 2.0693
C 0.1818 -2.5979 -1.2671
C 0.0629 -1.3852 -2.1560
O 0.3330 -0.2340 -1.7135
C -0.3805 -1.5393 -3.5122
C -0.4176 -0.4117 -4.3620
C -0.8858 -0.5151 -5.6481
C -1.3356 -1.7369 -6.1366
C -1.2984 -2.8577 -5.3161
C -0.8248 -2.7729 -4.0279
H 0.6405 -2.3086 -0.3236
H 0.7863 -3.3714 -1.7396
H -0.8042 -3.0139 -1.0569
H -0.0637 0.5317 -3.9719
H -0.9125 0.3561 -6.2864
H -1.7103 -1.8142 -7.1447
H -1.6532 -3.8061 -5.6918
H -0.8097 -3.6528 -3.4028
C 3.4518 -1.4096 0.0843
O 2.3665 -1.1414 0.9562
H 3.0015 -1.6472 -0.8779
H 4.0308 -2.2647 0.4450
H 4.1059 -0.5435 -0.0448
N -1.4818 3.7134 -1.9643
C -0.4610 2.8827 -1.6570
N -0.6170 2.3108 -0.4908
C -1.8034 2.7811 0.0158
C -2.4623 2.4849 1.2043
C -3.6694 3.1141 1.4307
C -4.2005 4.0354 0.5255
C -3.5535 4.3491 -0.6548
C -2.3628 3.6863 -0.9112
H -1.5931 4.2232 -2.8242
H 0.3788 2.7169 -2.3024
H -2.0290 1.8015 1.9173
H -4.2234 2.8953 2.3311
H -5.1347 4.5231 0.7616
H -3.9506 5.0829 -1.3384

Population analysis type Mulliken, resulting atomic charges in e: 2.085, -0.211, 0.231, -0.289, -0.300, -1.032, -0.609, -0.788, 0.572, 0.137, -0.246, 0.386, -0.940, -0.847, -0.647, -0.627, 0.883, 0.449, 0.453, 0.577, 0.518, 0.514, 0.404, 0.426, 0.411, -0.700, 0.241, -1.123, 0.774, -0.450, -0.486, -0.491, -0.677, -0.524, -0.414, 0.501, 0.421, 0.240, 0.372, 0.375, 0.371, 0.302, -1.155, -0.146, 0.105, 0.413, 0.444, 0.002, -0.616, 0.071, 0.431, -0.271, -0.845, -0.462, -1.010, 0.375, 0.212, 0.502, 0.499, 0.408, 0.387, 0.412